No. 1
DFT (ωB97M-V with the def2-TZVPD basis set) results for C44H56N2O3SSbSi3W as an isolated structure.

Element x y z (Å)
H -2.609 1.071 0.403
H 2.146 2.566 -3.032
C -0.350 -5.080 -3.827
H 3.583 1.082 -4.219
Si 3.560 1.931 1.539
C -4.020 -4.181 -0.280
H 4.505 1.072 3.742
C 4.525 2.137 -0.074
H 2.706 1.964 4.606
H -3.771 5.093 3.058
H 0.112 -5.866 -4.410
S -1.239 -1.180 0.719
H -1.539 5.954 3.654
C 3.000 3.685 1.931
H 2.504 -3.164 0.026
H 0.496 -5.754 -1.972
C -4.894 -0.614 -2.601
W 0.268 0.932 0.371
C -0.603 3.413 1.653
H -0.537 -3.945 -0.639
N 1.293 2.165 -1.230
H 2.397 4.130 1.143
H 0.930 4.088 -0.435
H -6.715 -4.818 1.666
Si 1.361 0.436 3.159
H 0.510 4.876 2.761
C -1.532 -3.075 -2.340
C -0.134 -5.019 -2.456
H -5.651 1.930 -4.699
H 5.357 -0.574 0.145
C 2.087 -2.616 0.875
C 4.416 -0.988 -0.222
Si 3.165 -1.091 1.184
Sb -2.523 -1.671 -1.139
H 3.726 -2.005 3.487
H -1.405 3.985 -0.935
H 1.047 4.024 -2.198
H -1.345 1.005 4.233
H 1.020 -2.049 3.318
O -0.218 0.750 2.535
C 1.653 1.709 4.492
H 1.298 1.333 5.454
H -3.263 -4.703 -0.853
C 1.868 -1.904 -2.478
C -1.400 0.454 3.292
C -0.719 -4.010 -1.707
C -5.964 -4.249 1.133
C 1.632 -0.611 -2.007
H 5.050 -0.995 2.897
C 4.265 -1.684 2.598
H 5.291 2.543 3.180
C 0.686 3.502 -1.312
H 3.923 4.266 2.013
H -2.389 -2.402 -4.200
C -3.005 3.532 1.802
H -3.983 3.148 1.531
C -1.155 -4.139 -4.455
C 2.737 -2.115 -3.529
H 5.472 1.597 -0.047
H 1.041 -2.416 0.665
C 3.380 -1.049 -4.162
C -5.062 1.299 -4.046
C -1.789 1.785 0.376
H -5.042 -1.047 0.550
H -3.265 2.442 -4.309
C 3.120 0.231 -3.732
H -2.269 0.786 2.736
C -0.473 4.511 2.493
C -1.861 2.935 1.294
C -4.042 -2.793 -0.231
H 4.761 3.198 -0.191
C -3.723 1.590 -3.823
C -2.963 0.788 -2.987
H 2.467 3.786 2.875
H 4.126 -0.424 -1.103
C 1.909 1.801 -2.291
H -6.683 -0.045 -3.628
C -1.626 5.106 2.988
H -6.751 -2.349 1.751
H 2.109 -1.445 4.577
H 3.995 1.815 -0.965
C -1.756 -3.134 -3.710
C 2.259 0.459 -2.651
C -2.887 4.620 2.654
H -4.971 -5.989 0.367
H 4.058 -1.227 -4.985
H -1.919 1.002 -2.820
C -0.813 3.204 -1.413
N -1.097 1.898 -0.803
C 4.874 1.586 2.855
H 0.391 -1.181 4.725
H 2.919 -3.128 -3.866
H -1.108 3.155 -2.466
H 2.147 -3.282 1.738
H 5.702 0.998 2.455
H 4.760 -2.576 2.198
H 4.622 -2.015 -0.536
H -5.360 -1.475 -2.139
H -1.318 -4.190 -5.524
C -5.023 -2.131 0.504
C -5.644 0.194 -3.444
C 2.223 0.558 1.523
C 1.210 -1.222 4.002
H 1.107 2.629 4.270
O 0.460 2.729 1.177
H -1.479 -0.614 3.485
H 1.378 -2.730 -1.990
C -5.986 -2.861 1.182
C -3.556 -0.304 -2.360
O 0.809 -0.439 -0.974
C -4.985 -4.908 0.406

Atoms 1-3, force components in eV/Å:
0.000 0.003 -0.008
0.008 0.008 0.011
-0.002 0.005 -0.018

As for the charge: +1. For the energy, the calculation gives -98489.8432 eV. The calculation puts the energy above the lowest of the compared OMol25 structures with the same formula, charge and spin at 21.5 kcal per mole. For the LUMO energy, the calculation gives -0.1175 Eh.

---

No. 2
DFT (ωB97M-V with the def2-TZVPD basis set) results for C44H57Cl3F6N4O7PPtS3 as an isolated structure.

Element x y z (Å)
H 4.270 5.309 1.032
H -2.729 5.127 0.752
H 3.175 -2.127 1.628
H 1.008 3.164 1.687
H 2.297 2.035 3.986
C 2.713 -1.139 1.656
H 2.699 3.252 -2.001
H 4.396 3.517 -2.425
H -2.222 0.903 -2.690
F 1.765 -2.013 -6.201
C -2.348 4.180 0.395
H -2.069 -7.361 -0.672
C -2.157 2.518 -1.328
H 5.003 -0.120 -3.231
C -2.674 -5.897 0.779
C 3.369 5.694 1.520
H -2.216 3.648 -4.027
C 1.894 -0.078 3.818
H 0.255 4.897 0.402
H 3.145 7.269 0.065
H -0.173 3.581 -2.738
C -0.310 2.828 -3.521
P 2.673 2.096 0.542
C -6.683 -3.403 0.206
H -0.622 -2.175 1.276
C 1.823 3.653 1.146
H 1.446 -2.079 3.166
H -3.612 0.170 -0.508
H 0.840 3.728 -0.777
C 1.590 -1.094 2.718
O 1.182 -0.764 -2.867
C 4.122 2.623 -0.491
H -5.702 -3.595 3.405
S 1.711 -1.956 -3.551
Cl -8.596 -2.966 3.599
C 2.100 1.305 3.200
H 6.212 2.423 -0.866
C -2.653 3.737 -0.880
N 1.156 -3.291 -2.925
C -5.792 -4.165 2.472
H 4.547 -0.135 -0.823
H -0.488 1.515 1.311
H 0.420 -6.998 2.782
H -6.144 -5.172 2.738
C -1.849 -6.880 0.270
H 3.699 6.358 2.319
C -0.712 -7.253 0.979
H -5.813 -3.738 -0.338
C -1.087 2.191 0.715
S -9.020 -2.386 0.724
H 2.780 -0.384 4.375
H -3.677 -4.713 3.606
H 4.551 -0.119 1.161
C 5.057 0.807 -2.666
H 0.220 3.152 -4.417
C -1.572 3.375 1.222
F -0.028 -2.846 -5.322
C -7.792 -2.807 -0.384
H -3.556 -5.592 0.235
H -7.936 -2.613 -1.437
C -1.309 -5.736 2.734
H 5.717 1.644 0.624
H 1.430 6.114 -1.308
O 3.110 -1.950 -3.751
O 0.177 -4.508 -0.979
H 4.053 1.961 2.478
C -1.460 -3.023 -2.373
O 0.489 -2.113 -0.782
H 1.063 -0.032 4.523
N -1.355 1.794 -0.535
C -2.427 -5.304 2.014
H 1.808 4.996 2.789
S 0.263 -3.272 -1.664
H -1.908 2.055 -4.728
C -2.511 1.960 -2.675
H 0.646 -0.803 2.241
C 2.541 6.477 0.507
C -6.814 -3.535 1.579
C -1.789 2.664 -3.832
C -3.411 -4.326 2.614
C 1.163 4.434 -0.002
C 3.236 1.312 2.150
C 2.026 5.550 -0.588
C -3.150 -0.538 0.157
H -3.587 2.034 -2.833
H -1.869 -2.976 3.345
H 3.216 3.960 2.791
H 4.342 3.608 -0.062
H -4.736 -1.326 1.480
H 2.942 0.850 -2.367
H 5.851 1.416 -3.105
H 2.879 5.132 -1.127
C 5.424 1.814 -0.414
Cl -1.006 -5.137 4.331
F -1.539 -1.802 -2.970
N -2.714 -2.022 1.712
Cl 0.347 -8.431 0.348
C 3.709 1.516 -2.762
C -8.050 -3.012 2.023
C -1.576 -1.727 1.062
Pt -0.230 0.019 -1.292
N -1.805 -0.812 0.123
C 0.883 -1.888 -5.244
C -2.845 -2.891 2.875
H 2.291 -0.970 0.664
C 5.348 0.508 -1.203
H 1.699 6.957 1.015
C -0.445 -6.683 2.216
C 3.793 -0.100 1.938
H -1.344 3.666 2.237
O -4.564 -4.262 1.789
H 1.147 1.581 2.740
H -3.276 4.333 -1.533
F -1.714 -3.950 -3.265
H -3.529 -2.398 3.567
C 3.702 2.815 -1.957
F -2.409 -3.061 -1.435
O 1.610 1.279 -0.158
H 6.295 -0.023 -1.101
O 0.221 1.570 -3.083
C -3.718 -1.281 1.142
H 3.482 1.740 -3.811
H 4.305 -0.379 2.863
C 2.569 4.549 2.139
H 1.160 1.478 -3.314
F 0.265 -0.710 -5.355

Atoms 1-3, force components in eV/Å:
0.028 0.088 0.036
-0.011 0.025 -0.011
0.007 0.021 0.039

As for the charge: +3. As for the expectation value of S²: 6.023. As for the multiplicity: 5. For the energy, the calculation gives -165731.2779 eV. For the LUMO energy (spin up / spin down), the calculation gives -0.2928 / -0.4101 Eh.

---

No. 3
DFT (ωB97M-V with the def2-TZVPD basis set) results for C44H58Br2N6O3 as an isolated structure.

Element x y z (Å)
C -0.445 0.349 0.502
H -1.852 0.388 2.578
N 5.498 -2.337 -0.063
C 5.495 -0.076 -0.950
H 2.207 -3.581 0.831
H -1.280 -5.407 -0.866
H 0.321 0.138 1.247
H 0.494 -7.294 2.088
C -2.877 -1.095 0.064
C 2.305 4.297 -0.527
H -3.050 1.591 4.795
C -0.869 -5.811 1.257
C -2.511 1.249 2.689
C 1.583 0.840 -2.635
H 1.269 2.818 0.677
H -0.129 1.119 6.361
H 3.579 1.021 -0.561
C -0.279 -0.767 -0.547
O -2.392 3.536 2.506
H 4.542 -0.043 -3.733
C -0.660 -2.455 -2.394
O 3.256 3.059 1.123
H -4.641 1.436 -3.102
H -2.334 -3.088 -0.066
H 2.508 -5.825 1.811
C 1.371 -4.155 1.201
H 7.052 -1.554 -1.084
H -3.738 0.333 -4.103
C 1.536 -5.376 1.668
N 0.807 3.145 3.893
C -2.714 -4.229 -1.768
N -1.050 -4.530 0.953
C 0.397 -6.267 1.767
H -3.581 -4.733 -1.368
H 0.164 -0.610 4.412
C 3.692 3.802 -0.953
H -0.643 2.001 -2.725
C 1.012 2.171 2.945
H -1.910 -0.893 -0.373
C -1.268 1.266 -3.233
H 2.415 5.345 -0.250
H -1.453 0.367 0.916
H -2.483 2.294 0.743
H 0.958 0.016 2.392
H -0.152 -2.738 0.454
H -0.700 0.773 -4.022
H -1.304 3.822 3.980
C -1.987 -2.012 -2.547
H -0.842 -1.661 -0.276
C 0.409 0.440 4.359
H 4.463 4.726 0.927
C 6.040 -1.338 -0.774
C -2.577 2.052 -3.656
H -0.986 2.447 1.526
C -5.404 -1.927 0.814
H 0.845 0.806 -1.848
H 3.089 -0.238 -1.694
H -3.706 0.862 0.416
C 1.975 3.637 0.819
H 1.138 2.612 1.968
N -5.130 -0.602 0.886
C -3.105 -2.397 0.243
H -3.536 -0.605 -1.846
C -3.645 1.026 -3.267
H -2.799 2.913 -3.025
H -6.428 -2.268 0.875
C -2.048 2.331 1.741
C 0.040 -3.693 0.921
C 3.062 1.025 -4.926
C -4.399 -2.854 0.687
C -2.294 1.849 4.053
H -3.988 -2.626 -2.413
C 3.647 -0.854 0.305
C 0.574 2.658 5.108
H -1.330 1.537 4.453
Br 1.678 -1.258 -0.645
H 5.231 3.203 0.434
H 3.834 2.822 -1.408
H -0.584 -0.452 -1.545
H 1.662 4.263 1.654
C -1.412 -4.539 -1.494
C 3.587 0.458 -3.790
C -2.963 -2.935 -2.269
H 4.205 4.673 -1.360
H 3.645 1.218 -5.815
C -2.252 3.312 3.807
C 4.253 -2.100 0.373
C 2.835 0.303 -2.594
N -0.383 -3.699 -1.744
C 0.325 1.315 5.401
H -2.606 2.314 -4.714
H 0.413 3.277 5.979
H -3.115 0.931 -1.073
O -1.788 0.255 -2.278
H 0.051 1.764 -3.831
C -3.910 -0.199 0.415
H -2.972 3.834 4.437
C 1.057 1.373 -3.835
H 3.862 -3.002 0.819
H 2.706 -0.687 0.810
H 1.482 4.148 -1.226
H 6.018 0.726 -1.450
H -1.653 -6.515 1.020
H 0.118 -1.745 -2.633
H -2.350 -1.030 -2.812
C 0.844 0.795 3.131
Br 0.030 2.112 -0.299
C -3.159 0.402 -2.025
N 1.757 1.464 -4.982
C 4.295 3.762 0.448
C 4.211 0.158 -0.412
H -3.530 1.022 2.376
H -4.647 -3.902 0.771

Atoms 1-3, force components in eV/Å:
1.159 -1.072 -1.598
-0.581 -0.373 0.244
-1.105 0.612 -1.158

As for the charge: 0. For the energy, the calculation gives -201712.9362 eV. For the LUMO energy, the calculation gives 0.0085 Eh.

---

No. 4
DFT (ωB97M-V with the def2-TZVPD basis set) results for C44H58BrN5O4S2Ta as an isolated structure.

Element x y z (Å)
C 6.083 -1.052 1.557
H 4.134 -2.745 2.666
H 6.062 -1.969 0.972
H 5.620 0.447 -2.528
H 5.449 0.670 3.573
H -0.324 -2.549 6.499
C 3.104 -0.217 -1.359
C 1.315 -0.488 0.355
N -0.975 -1.162 -4.207
H -1.608 0.122 -8.971
H 3.449 -1.508 3.735
C -2.325 1.922 -5.625
H 0.410 -1.277 3.112
H -0.306 5.681 2.279
H -5.294 -1.793 1.888
C -0.273 4.783 1.679
C 1.737 -0.124 -0.999
C -0.556 -0.894 2.843
C 0.761 2.742 1.024
H 2.031 -0.902 2.347
H 6.485 -0.242 0.954
C -2.451 1.854 -8.028
N -0.020 -0.479 0.455
S -0.084 -3.836 -4.111
H 6.773 -1.204 2.383
H -4.017 -1.361 -2.059
C -0.371 -2.788 -2.764
H -4.811 -0.366 -0.157
C -4.656 0.286 1.900
H -5.418 -1.036 3.473
C 2.304 -0.694 1.330
C -0.120 0.104 5.664
N -0.212 2.463 0.160
Ta -1.102 0.367 -1.486
H 2.061 5.257 2.855
H -3.434 -0.906 -3.508
H 5.062 -0.462 -0.586
C 2.753 -1.088 -3.662
H 2.941 -2.095 -3.288
H -0.863 -0.892 -6.841
H -3.112 3.330 -4.602
S -0.073 -3.412 -1.175
H -6.059 0.769 0.352
H -3.092 -1.623 5.989
H 0.773 -6.024 -3.645
C -5.002 0.527 0.432
C 3.174 1.372 -3.269
N -0.782 -1.557 -2.937
H 1.799 -4.761 -1.844
H -3.556 -0.266 4.212
C -2.808 -0.348 3.440
H -3.232 3.440 -6.829
C -5.537 -0.868 2.408
C 4.012 -0.439 -0.346
H 3.761 2.091 -2.702
H -4.225 0.172 -2.579
C 0.806 3.903 1.795
H -0.860 -5.809 -2.984
H -2.121 5.188 0.638
H 3.411 1.486 -4.323
H 0.566 -5.732 -1.010
C 5.011 -0.304 -3.025
H 1.553 2.006 1.095
C 4.718 0.667 2.770
O -2.334 0.090 -0.132
C -0.509 -2.370 5.444
C 0.122 -5.345 -3.094
C -3.199 -0.087 2.133
C -1.290 4.516 0.774
H 1.683 -0.894 -3.663
C 3.516 -0.055 -2.816
H -6.583 -0.635 2.226
H -4.305 2.380 2.377
O -2.634 2.502 -4.446
H 3.105 -1.038 -4.689
H 5.235 -0.253 -4.086
H 0.440 -2.466 4.922
C -0.846 -0.565 1.515
C 0.728 -4.961 -1.763
H 3.745 0.916 3.189
C 4.319 -1.787 3.147
C -1.391 0.048 -6.848
C -1.187 3.355 0.031
H 0.149 -0.021 6.709
C -2.205 -0.187 1.141
H -2.766 2.307 -8.956
H 5.143 -1.913 3.844
O 0.793 0.294 -1.777
H 0.787 0.039 5.066
C 1.953 4.187 2.696
H 5.300 -1.294 -2.677
H -4.437 1.361 0.023
H -2.771 0.115 6.222
C -1.794 0.624 -8.035
C 4.691 -0.725 2.102
C -1.143 -0.982 5.275
H -1.991 -1.078 7.241
C -2.334 -0.881 6.229
Br -2.428 2.898 -1.364
H -1.184 -3.142 5.084
H -0.549 1.096 5.538
C -1.249 0.108 -4.351
H 2.118 1.590 -3.128
C -2.711 2.494 -6.835
C -1.639 0.681 -5.626
C -4.962 1.570 2.688
H -5.990 1.874 2.507
C 3.645 -0.627 1.012
O -1.240 0.849 -3.278
H 5.001 1.433 2.049
C -1.515 -0.749 3.825
N -3.556 -0.594 -2.545
H 2.882 3.794 2.289
H -4.846 1.426 3.758
H 1.797 3.727 3.671

Atoms 1-3, force components in eV/Å:
-0.183 0.030 -0.009
-0.023 -0.135 0.035
0.103 -0.108 -0.099

As for the charge: +3. For the energy, the calculation gives -155453.9412 eV. The calculation puts the energy above the lowest of the compared OMol25 structures with the same formula, charge and spin at 37.1 kcal per mole. For the LUMO energy (spin up / spin down), the calculation gives -0.3904 / -0.3928 Eh.

---

In order of appearance, max |F| = 1.25, 2.20, 7.51, 2.97 eV Å⁻¹.